#P
A cluster of 2 separate species, C6H14O in total. Source: the OMol25 dataset; level of theory: the ωB97M-V functional and the def2-TZVPD basis.

SMILES ... C/C=C\[C@@H](C)O.C
Total charge ... 0
HOMO level ... -0.3301 Ha

Structure (XYZ):
```
21
C6H14O (the ωB97M-V functional and the def2-TZVPD basis)
O 1.71380 -1.19233 -1.04915
C -1.30897 -1.32871 -0.73267
C 2.62045 0.75084 0.10635
C 1.37409 0.01237 -0.36837
C 0.48580 -0.39871 0.77607
C -0.70249 -0.97363 0.59585
C -2.26098 1.26383 0.55985
H -1.25604 0.85971 0.67246
H -1.32321 -1.17448 1.46886
H -3.03480 0.51690 0.78080
H -2.37986 1.59875 -0.47155
H 3.30121 0.94999 -0.73099
H -2.40405 -1.38006 -0.70219
H 2.36478 1.71272 0.56634
H 0.81535 0.67570 -1.06098
H -0.91776 -2.31453 -0.98809
H 0.82633 -0.19599 1.79014
H 2.27709 -0.95616 -1.79537
H -1.02024 -0.64262 -1.53878
H 3.15011 0.14038 0.84483
H -2.32061 2.07602 1.27660
```

#Q
A structure of composition C6H14O. Source: the OMol25 dataset; level of theory: the ωB97M-V functional and the def2-TZVPD basis.

Total charge ... 0
HOMO level ... -0.3043 Ha

Structure (XYZ):
```
21
C6H14O (the ωB97M-V functional and the def2-TZVPD basis)
O 3.73814 -0.21179 0.86634
C -0.85207 0.87053 -0.46846
C -2.25168 0.30591 -0.62607
C -2.88058 -0.38241 1.00154
C 2.78404 -0.47178 -0.14719
C 0.40024 0.08076 -0.84294
C 1.51781 0.29720 0.18422
H 3.15907 -0.15745 -1.13562
H 2.55690 -1.54941 -0.21108
H 0.81001 0.29857 -1.84694
H 1.16750 -0.00646 1.17815
H -2.99765 1.06242 -0.82316
H -2.29744 -0.58727 -1.23052
H -3.88853 -0.68698 0.73292
H 1.76781 1.36429 0.25297
H -2.33659 -1.27417 1.38785
H -0.73337 1.96190 -0.42032
H -2.95836 0.32044 1.86730
H 4.54134 -0.70116 0.65340
H 0.13831 -0.98630 -0.86369
H -1.38491 0.45317 0.49130
```

List of relative energies, unit kJ/mol: #P 0.0; #Q 214.9

#P
An isolated molecule of C6H14O. Source: the OMol25 dataset; level of theory: the ωB97M-V functional and the def2-TZVPD basis.

SMILES ... COCC(C)(C)C
Total charge ... 0
HOMO level ... -0.3616 Ha

Structure (XYZ):
```
21
C6H14O (the ωB97M-V functional and the def2-TZVPD basis)
O -0.15439 -0.45063 -1.61641
C 1.70829 0.17593 0.42179
C -0.56597 -0.57546 -0.27717
C 0.20410 0.39443 0.62030
C -0.74739 -1.42946 -2.42738
C -0.16572 1.84008 0.27343
C -0.18254 0.09244 2.07273
H 2.28912 0.78529 1.12459
H -1.23853 2.01722 0.42027
H -1.84449 -1.32521 -2.44736
H 1.97372 -0.87610 0.58601
H -1.26616 0.17568 2.22650
H 0.07734 2.06387 -0.77010
H -1.65208 -0.38539 -0.20228
H 0.38168 2.54152 0.91462
H -0.39052 -1.61156 0.06647
H 0.30603 0.79860 2.75374
H 0.12436 -0.92005 2.36368
H -0.51241 -2.44553 -2.06796
H 2.00657 0.44158 -0.59693
H -0.35100 -1.30725 -3.43852
```

#Q
An isolated molecule of C6H14O. Source: the OMol25 dataset; level of theory: the ωB97M-V functional and the def2-TZVPD basis.

SMILES ... CCCCCOC
Total charge ... 0
HOMO level ... -0.3587 Ha

Structure (XYZ):
```
21
C6H14O (the ωB97M-V functional and the def2-TZVPD basis)
O 2.02202 -0.42887 0.21238
C -1.95272 -1.13973 -1.11030
C -1.31110 1.00754 0.12965
C -2.13078 -0.29367 0.14433
C 0.09331 0.90925 0.75917
C 3.13762 -0.65766 -0.60623
C 1.25612 0.66821 -0.21614
H -1.88288 -0.87689 1.04358
H 0.11017 0.10136 1.50144
H 3.80945 0.21664 -0.65509
H -3.18973 -0.05464 0.26849
H -2.23449 -0.56880 -2.00668
H -1.23940 1.36844 -0.90739
H 0.28692 1.82832 1.32062
H -1.87867 1.79035 0.64322
H -0.91848 -1.47224 -1.20847
H 1.89571 1.56483 -0.27458
H 2.83225 -0.90554 -1.63308
H 0.87830 0.48796 -1.23727
H 3.68685 -1.50643 -0.19195
H -2.57674 -2.03281 -1.09010
```

List of relative energies, unit kJ/mol: #P 0.0; #Q 44.5

#P
An isolated molecule of C6H14O. Source: the OMol25 dataset; level of theory: the ωB97M-V functional and the def2-TZVPD basis.

SMILES ... COCC(C)(C)C
Total charge ... 0
HOMO level ... -0.3617 Ha

Structure (XYZ):
```
21
C6H14O (the ωB97M-V functional and the def2-TZVPD basis)
O 1.16934 -1.14102 -0.39084
C 2.52606 -1.26800 -0.71854
C -0.97711 1.77517 0.51573
C 0.83939 0.18425 -0.05686
C -0.66434 0.31060 0.19065
C -1.42486 -0.11268 -1.07069
C -1.07621 -0.57742 1.36925
H -0.41992 2.11989 1.39631
H -2.50572 0.01547 -0.93418
H -0.56527 -0.27292 2.29137
H -0.73022 2.43659 -0.32464
H 2.70174 -2.30792 -1.00895
H 1.13961 0.85502 -0.88213
H -1.22693 -1.16240 -1.30687
H 3.17210 -1.01117 0.13771
H -1.12005 0.49355 -1.93340
H 1.40151 0.49998 0.84161
H -0.82802 -1.62418 1.17039
H -2.04572 1.89605 0.73067
H 2.79112 -0.60573 -1.55994
H -2.15652 -0.50310 1.54335
```

#Q
An isolated molecule of C6H14O. Source: the OMol25 dataset; level of theory: the ωB97M-V functional and the def2-TZVPD basis.

SMILES ... CC(C)C[C@@H](C)O
Total charge ... 0
HOMO level ... -0.3741 Ha

Structure (XYZ):
```
21
C6H14O (the ωB97M-V functional and the def2-TZVPD basis)
O -1.55026 -1.15101 0.53607
C 1.99672 1.45925 0.59616
C 0.73032 0.62053 0.79673
C 0.01894 0.36836 -0.54189
C -1.42580 -0.14472 -0.46407
C 1.09867 -0.69593 1.48540
C -1.87918 -0.70587 -1.80483
H 1.60953 -0.51383 2.43668
H 2.69669 0.94701 -0.07760
H -2.93282 -1.01057 -1.76319
H 0.21241 -1.30064 1.66679
H 0.04564 1.18415 1.44830
H -0.01727 1.30365 -1.12045
H -1.27301 -1.58704 -2.04767
H -1.76905 0.02275 -2.61359
H 2.51324 1.60480 1.55247
H 0.62598 -0.33428 -1.13343
H 1.77483 -1.27229 0.83931
H -2.07085 0.70385 -0.18133
H 1.78524 2.44835 0.17348
H -2.23561 -1.77141 0.26671
```

#R
A cluster of 2 separate species, C6H14O in total. Source: the OMol25 dataset; level of theory: the ωB97M-V functional and the def2-TZVPD basis.

SMILES ... C=C(C)CCC.O
Total charge ... 0
HOMO level ... -0.3368 Ha

Structure (XYZ):
```
21
C6H14O (the ωB97M-V functional and the def2-TZVPD basis)
O -2.02663 -3.31419 0.15656
C 0.85466 -0.28582 -0.81282
C -0.14121 0.77386 1.35304
C -0.61456 2.14354 0.84868
C 0.31872 0.75978 -1.79474
C 0.99097 0.08334 0.62594
C 1.08731 -1.55314 -1.07896
H -1.19884 -2.82588 0.26698
H 1.18484 -0.90813 1.12251
H 1.03033 1.66960 -1.76463
H 0.47098 0.37767 -2.83056
H 1.39846 -1.61343 -2.16971
H -0.86213 2.84485 1.68361
H 1.83824 0.72225 0.86856
H -0.83888 0.90483 -1.61751
H -0.95129 0.02319 1.52580
H -2.26898 -3.37761 1.09085
H -1.51042 2.16761 0.16265
H 0.20860 2.63106 0.33547
H 0.96456 -2.34089 -0.38466
H 0.06529 1.11749 2.41294
```

List of relative energies, unit kJ/mol: #P 24.3; #Q 0.0; #R 210.8

#P
An isolated molecule of C6H14O. Source: the OMol25 dataset; level of theory: the ωB97M-V functional and the def2-TZVPD basis.

SMILES ... CCCCCOC
Total charge ... 0
HOMO level ... -0.3443 Ha

Structure (XYZ):
```
21
C6H14O (the ωB97M-V functional and the def2-TZVPD basis)
O -0.81868 -1.10382 -0.94206
C 0.86280 0.49443 1.79743
C 0.75879 -0.90679 1.15785
C -0.45777 1.42073 -0.15912
C -0.29999 1.38521 1.36129
C 0.63261 -1.01304 -0.39818
C -1.00497 -1.05018 -2.36481
H -1.29088 2.04156 -0.47059
H 1.82273 0.96991 1.53765
H 1.28899 -0.23053 -0.83944
H -0.52389 -0.17167 -2.82179
H -0.16509 2.39518 1.76920
H 0.87971 0.40101 2.89936
H 0.46403 1.80220 -0.62982
H -2.07701 -0.99165 -2.64609
H 0.97903 -1.97648 -0.72325
H -0.09198 -1.43871 1.59269
H -1.22207 0.98193 1.79977
H 1.65862 -1.47394 1.45729
H -0.78144 0.42705 -0.55224
H -0.61354 -1.96241 -2.82514
```

#Q
An isolated molecule of C6H14O. Source: the OMol25 dataset; level of theory: the ωB97M-V functional and the def2-TZVPD basis.

SMILES ... CC(C)C[C@@H](C)O
Total charge ... 0
HOMO level ... -0.3742 Ha

Structure (XYZ):
```
21
C6H14O (the ωB97M-V functional and the def2-TZVPD basis)
O 1.60546 -1.40695 0.60025
C -2.15487 0.33518 1.14797
C 0.18667 0.55539 0.26058
C 2.72117 0.62170 -0.13246
C -1.62480 -0.57145 -1.12787
C 1.45191 -0.18207 -0.09882
C -1.07911 -0.31650 0.27942
H 1.48170 -1.62140 -0.38609
H 0.09626 1.36540 -0.47374
H -0.79703 -1.27560 0.73417
H 1.31054 -0.58294 -1.23581
H -2.47893 -1.25757 -1.09943
H -1.80497 0.46603 2.17840
H 2.94345 1.06275 0.84347
H -2.42702 1.32387 0.75538
H -3.06576 -0.27340 1.17408
H 0.32959 1.01113 1.24877
H 3.56058 -0.02376 -0.41213
H -1.97088 0.36776 -1.57901
H 2.59001 1.40903 -0.87894
H -0.87396 -1.00660 -1.79820
```

#R
A structure of composition C6H14O. Source: the OMol25 dataset; level of theory: the ωB97M-V functional and the def2-TZVPD basis.

Total charge ... 0
HOMO level (spin up / spin down) ... -0.2697 / -0.2681 Ha

Structure (XYZ):
```
21
C6H14O (the ωB97M-V functional and the def2-TZVPD basis)
O 0.35460 0.76563 1.45605
C 0.14022 -0.26359 -0.71515
C 0.14841 0.97539 2.74105
C -1.04689 -0.93189 -1.42345
C -0.17927 -0.18870 0.75576
C 0.36816 1.13741 -1.29127
C 1.40363 -1.12098 -0.92953
H 0.56777 1.07326 -2.36720
H -1.76318 0.99303 2.19464
H -0.51283 1.77026 -1.13943
H 1.22353 1.62778 -0.81552
H 1.63561 -1.20808 -1.99833
H -1.95319 -0.32488 -1.32499
H -0.83039 -1.06145 -2.49055
H -1.25503 -1.92385 -1.00379
H -1.95434 0.62230 1.52419
H 2.26900 -0.67271 -0.42883
H -0.50292 -1.08076 1.29711
H -0.06316 0.11114 3.36692
H 0.68332 1.83459 3.12457
H 1.26696 -2.13391 -0.53225
```

List of relative energies, unit kJ/mol: #P 39.4; #Q 0.0; #R 253.7